{
  "formula": "C57H71AsN12ORbS3Se",
  "method": "ωB97M-V/def2-TZVPD",
  "charge": 1,
  "homo_lumo_gap_ev": 7.8,
  "homo_energy_ev": -9.35,
  "elements": ["Rb", "C", "N", "C", "C", "N", "C", "C", "C", "C", "C", "C", "N", "C", "N", "C", "C", "C", "C", "C", "C", "N", "H", "H", "H", "H", "H", "H", "H", "H", "H", "H", "H", "H", "H", "H", "H", "C", "N", "C", "C", "N", "C", "S", "C", "C", "C", "C", "C", "N", "H", "H", "H", "H", "H", "H", "H", "H", "H", "C", "As", "C", "C", "S", "H", "H", "H", "H", "H", "H", "H", "H", "H", "C", "C", "N", "O", "H", "H", "H", "H", "H", "C", "C", "C", "C", "N", "C", "Se", "N", "C", "C", "C", "C", "C", "C", "C", "C", "C", "C", "H", "H", "H", "H", "H", "H", "H", "H", "H", "H", "H", "H", "H", "H", "H", "H", "H", "H", "H", "H", "H", "H", "N", "S", "C", "C", "C", "C", "C", "C", "C", "C", "C", "C", "C", "C", "H", "H", "H", "H", "H", "H", "H", "H", "H", "H", "H"],
  "coordinates": [[0.384, -0.230, 0.138], [-1.059, 4.395, 0.972], [-0.699, 3.213, 1.763], [-1.838, 2.339, 2.065], [-2.679, 2.007, 0.865], [-2.351, 1.169, -0.081], [-3.323, 1.342, -1.071], [-3.449, 0.745, -2.325], [-4.526, 1.113, -3.110], [-5.473, 2.055, -2.669], [-5.357, 2.665, -1.434], [-4.261, 2.295, -0.657], [-3.814, 2.710, 0.581], [-1.197, 4.153, -0.513], [-0.380, 3.418, -1.206], [-0.877, 3.455, -2.508], [-0.395, 2.839, -3.659], [-1.101, 3.017, -4.834], [-2.266, 3.800, -4.876], [-2.750, 4.432, -3.744], [-2.030, 4.239, -2.568], [-2.197, 4.698, -1.272], [-1.996, 4.796, 1.363], [-0.309, 5.175, 1.118], [0.023, 2.673, 1.281], [-1.445, 1.417, 2.495], [-2.465, 2.827, 2.816], [-2.715, 0.017, -2.659], [-4.645, 0.674, -4.094], [-6.306, 2.312, -3.313], [-6.081, 3.397, -1.094], [-4.287, 3.336, 1.208], [0.502, 2.237, -3.613], [-0.753, 2.545, -5.748], [-2.792, 3.920, -5.816], [-3.649, 5.037, -3.775], [-2.939, 5.287, -0.942], [-2.420, -2.840, -5.128], [-1.140, -2.168, -5.295], [-0.535, -1.884, -6.509], [0.621, -1.273, -6.248], [0.735, -1.167, -4.856], [-0.375, -1.740, -4.249], [-0.815, -1.909, -2.643], [1.875, -0.587, -4.215], [2.795, 0.152, -4.955], [3.894, 0.673, -4.292], [4.042, 0.453, -2.931], [3.052, -0.275, -2.298], [1.991, -0.782, -2.922], [-2.727, -3.234, -6.095], [-3.171, -2.147, -4.754], [-2.319, -3.647, -4.409], [-0.979, -2.157, -7.453], [1.376, -0.927, -6.929], [2.662, 0.337, -6.012], [4.625, 1.252, -4.842], [4.889, 0.837, -2.373], [3.117, -0.494, -1.238], [2.585, -5.727, 1.554], [1.799, -3.990, 1.314], [1.095, -3.547, 3.049], [0.314, -4.324, 0.140], [3.205, -2.600, 0.644], [1.831, -6.446, 1.877], [3.374, -5.651, 2.295], [3.013, -6.039, 0.606], [0.242, -4.185, 3.287], [0.769, -2.508, 3.044], [1.893, -3.704, 3.768], [-0.485, -4.812, 0.697], [0.668, -4.972, -0.656], [-0.053, -3.403, -0.297], [0.615, 1.830, 4.562], [0.954, 0.466, 4.019], [1.980, -0.176, 4.629], [0.336, -0.064, 3.094], [1.279, 2.141, 5.370], [-0.413, 1.814, 4.932], [0.645, 2.559, 3.750], [2.551, 0.282, 5.315], [2.311, -1.040, 4.230], [-7.850, -2.523, -0.150], [-6.751, -3.110, 0.737], [-5.359, -3.061, 0.106], [-4.751, -1.664, 0.019], [-4.561, -1.038, 1.334], [-3.560, -1.360, 2.198], [-2.254, -2.609, 1.894], [-3.732, -0.574, 3.302], [-2.903, -0.579, 4.503], [-3.596, -1.260, 5.680], [-3.669, -2.778, 5.532], [-2.308, -3.453, 5.681], [-4.836, 0.257, 3.127], [-5.386, 1.238, 3.938], [-6.501, 1.910, 3.454], [-7.048, 1.597, 2.204], [-6.491, 0.613, 1.399], [-5.369, -0.043, 1.880], [-8.838, -2.685, 0.286], [-7.840, -2.992, -1.139], [-7.734, -1.446, -0.294], [-6.991, -4.153, 0.952], [-6.735, -2.597, 1.705], [-5.406, -3.459, -0.913], [-4.670, -3.694, 0.665], [-5.382, -0.993, -0.565], [-3.777, -1.703, -0.464], [-2.669, 0.460, 4.741], [-1.974, -1.077, 4.239], [-4.603, -0.850, 5.791], [-3.046, -1.004, 6.591], [-4.097, -3.030, 4.556], [-4.356, -3.168, 6.285], [-1.646, -3.193, 4.850], [-2.411, -4.540, 5.689], [-1.825, -3.156, 6.618], [-4.965, 1.473, 4.911], [-6.963, 2.679, 4.061], [-7.930, 2.126, 1.860], [-6.907, 0.393, 0.425], [2.095, 1.962, 0.781], [3.242, 1.593, 1.791], [3.688, 3.060, 2.746], [4.794, 3.043, 3.590], [5.090, 4.171, 4.339], [4.281, 5.302, 4.248], [3.171, 5.300, 3.415], [2.866, 4.169, 2.662], [4.805, 1.415, 0.913], [5.398, 0.162, 0.888], [6.563, -0.027, 0.147], [7.117, 1.033, -0.557], [6.511, 2.288, -0.526], [5.355, 2.484, 0.211], [2.346, 2.708, 0.133], [5.430, 2.164, 3.647], [5.956, 4.174, 4.991], [4.521, 6.184, 4.830], [2.535, 6.176, 3.355], [1.992, 4.136, 2.018], [4.957, -0.662, 1.439], [7.030, -1.006, 0.123], [8.027, 0.887, -1.128], [6.947, 3.116, -1.072], [4.886, 3.463, 0.241]],
  "forces_ev_per_a": [[-0.253, -0.201, -0.124], [0.045, -0.224, 0.036], [-0.192, 0.109, -0.271], [0.061, -0.012, -0.112], [0.097, -0.157, -0.023], [-0.160, 0.117, -0.079], [0.072, -0.039, 0.113], [0.032, -0.067, -0.044], [0.003, 0.013, 0.036], [0.040, -0.040, 0.014], [0.054, -0.009, -0.002], [-0.054, -0.012, 0.050], [-0.230, 0.030, 0.002], [0.073, -0.016, 0.023], [0.038, -0.003, -0.155], [0.203, -0.176, 0.070], [-0.079, -0.068, -0.065], [0.004, -0.024, -0.013], [0.039, 0.028, 0.070], [0.004, -0.051, 0.000], [0.023, 0.196, 0.088], [-0.129, 0.023, -0.017], [-0.030, 0.062, 0.020], [0.101, -0.030, 0.038], [0.044, 0.213, 0.035], [-0.003, -0.025, 0.005], [-0.053, 0.021, 0.066], [-0.069, 0.050, 0.027], [0.009, 0.024, 0.054], [0.046, -0.007, 0.025], [0.012, -0.029, 0.001], [-0.059, -0.022, 0.086], [0.076, -0.067, -0.035], [-0.016, 0.034, 0.074], [0.018, -0.015, 0.051], [0.058, -0.030, 0.006], [-0.047, -0.012, 0.038], [0.136, 0.089, -0.072], [-0.169, -0.121, 0.040], [-0.320, -0.191, 0.052], [0.166, 0.145, 0.266], [0.246, 0.015, 0.102], [0.217, 0.195, -0.351], [-0.210, -0.078, -0.150], [-0.317, 0.049, -0.129], [0.052, 0.091, -0.121], [-0.046, -0.008, -0.074], [-0.019, 0.043, -0.005], [0.086, -0.030, 0.083], [0.111, -0.083, 0.250], [0.010, 0.018, 0.015], [-0.006, 0.053, 0.010], [0.040, -0.052, 0.024], [0.014, 0.009, 0.128], [-0.032, -0.032, 0.081], [0.043, 0.005, 0.086], [-0.012, -0.013, -0.004], [-0.088, -0.043, -0.051], [0.046, 0.032, 0.031], [-0.063, -0.069, -0.020], [0.049, -0.149, 0.129], [-0.217, -0.025, -0.075], [0.012, -0.023, 0.081], [-0.111, 0.183, -0.010], [0.011, 0.024, 0.006], [0.075, -0.009, 0.068], [0.033, -0.034, -0.051], [0.065, 0.009, 0.007], [-0.023, 0.024, 0.015], [0.079, 0.020, 0.104], [-0.001, -0.022, -0.011], [0.020, -0.045, -0.111], [-0.052, 0.107, -0.051], [-0.085, -0.018, 0.004], [-0.011, -0.402, -0.172], [-0.061, 0.062, -0.074], [0.232, 0.407, 0.326], [-0.047, -0.007, -0.073], [0.068, -0.025, -0.002], [0.012, -0.039, 0.013], [-0.024, 0.024, 0.014], [-0.024, 0.001, -0.040], [0.043, -0.041, 0.012], [-0.026, 0.043, -0.097], [-0.074, 0.104, 0.045], [-0.071, 0.033, 0.102], [-0.104, -0.139, -0.166], [-0.434, 0.403, -0.003], [0.100, 0.116, 0.001], [0.112, 0.020, 0.000], [-0.117, -0.013, -0.054], [0.005, -0.040, -0.078], [0.058, -0.029, 0.018], [0.001, 0.005, 0.020], [0.260, -0.166, 0.120], [0.034, 0.115, 0.089], [0.033, -0.052, -0.046], [0.052, -0.011, 0.032], [-0.016, 0.115, -0.084], [0.169, -0.245, -0.210], [0.054, 0.023, -0.010], [-0.009, 0.026, 0.078], [0.003, -0.067, -0.028], [-0.004, 0.008, 0.015], [-0.020, -0.033, -0.020], [0.029, 0.005, 0.038], [0.005, -0.015, -0.001], [0.021, 0.061, 0.016], [0.074, -0.003, -0.017], [0.003, 0.097, -0.008], [0.104, -0.022, -0.049], [0.028, 0.032, 0.006], [-0.016, -0.010, -0.012], [-0.004, -0.008, 0.040], [-0.002, -0.013, 0.005], [-0.027, -0.018, 0.060], [0.013, 0.049, -0.021], [-0.040, -0.033, -0.055], [-0.062, -0.029, -0.091], [0.005, -0.028, -0.018], [0.064, -0.029, 0.023], [0.022, 0.004, 0.045], [-0.119, -0.096, 0.005], [0.322, 0.248, -0.205], [-0.021, -0.027, 0.066], [0.008, -0.018, 0.003], [0.000, 0.011, 0.004], [-0.027, -0.009, -0.021], [0.008, -0.049, 0.029], [-0.007, 0.059, 0.011], [-0.007, 0.010, -0.034], [0.049, -0.023, 0.033], [-0.030, 0.001, 0.016], [-0.015, 0.003, 0.031], [-0.008, 0.003, 0.036], [-0.008, -0.051, -0.037], [0.044, 0.028, 0.028], [-0.042, 0.069, -0.022], [-0.067, -0.001, -0.050], [-0.019, -0.059, -0.032], [0.051, -0.052, -0.010], [0.061, 0.024, 0.056], [0.003, 0.036, -0.063], [-0.037, 0.083, 0.001], [-0.061, 0.003, 0.028], [-0.012, -0.045, 0.025], [0.006, -0.031, 0.024]]
}